{"formula": "C28H21BCuF3O8PS3", "method": "ωB97M-V/def2-TZVPD", "species": ["Cu", "O", "S", "O", "O", "C", "C", "C", "C", "C", "C", "P", "C", "C", "C", "C", "C", "C", "C", "C", "C", "C", "C", "C", "H", "H", "H", "H", "H", "H", "H", "H", "H", "H", "H", "H", "H", "H", "O", "B", "O", "C", "C", "C", "C", "C", "C", "H", "H", "H", "H", "F", "C", "F", "F", "C", "O", "O", "C", "O", "C", "S", "S", "H", "H", "H"], "xyz": [[2.06918, -0.88019, 0.37316], [-0.24097, -4.29748, 1.46775], [-0.44065, -2.95214, 0.98548], [-0.90874, -2.86565, -0.38881], [0.65374, -2.02297, 1.33048], [-1.87102, -2.28655, 1.88242], [-2.54127, -3.05991, 2.81636], [-3.72964, -2.61293, 3.36730], [-4.23420, -1.37814, 3.00399], [-3.55890, -0.58378, 2.09334], [-2.37826, -1.02202, 1.49556], [-1.52569, 0.02734, 0.20815], [-2.99774, 0.23505, -0.90019], [-2.97640, -0.60092, -2.02160], [-3.94942, -0.49888, -3.00311], [-4.96298, 0.44114, -2.88283], [-5.00391, 1.26307, -1.76709], [-4.03219, 1.16019, -0.78044], [-1.52768, 1.57474, 1.20437], [-1.77199, 2.83512, 0.66095], [-1.56428, 3.98046, 1.41174], [-1.07961, 3.88803, 2.70825], [-0.77383, 2.64308, 3.23924], [-0.98696, 1.49889, 2.49011], [-2.12309, -4.02175, 3.08344], [-4.26944, -3.23125, 4.07449], [-5.16964, -1.03270, 3.42918], [-3.96317, 0.38651, 1.83304], [-2.18116, -1.33137, -2.09198], [-3.90717, -1.14255, -3.87327], [-5.71426, 0.53936, -3.65804], [-5.79658, 1.99642, -1.66775], [-4.08655, 1.81376, 0.08090], [-2.10939, 2.91223, -0.36481], [-1.76139, 4.95649, 0.98202], [-0.91609, 4.78663, 3.29086], [-0.35129, 2.56581, 4.23275], [-0.71022, 0.52965, 2.88749], [1.69165, 1.77490, -1.07485], [2.63012, 0.73554, -0.84287], [3.76285, 1.02416, -1.62640], [3.51817, 2.16603, -2.30769], [4.30988, 2.83962, -3.21294], [3.79642, 4.01439, -3.76210], [2.53937, 4.48479, -3.40977], [1.73902, 3.80041, -2.49590], [2.24409, 2.63449, -1.95986], [5.28568, 2.46404, -3.48944], [4.38869, 4.57378, -4.47613], [2.16506, 5.39934, -3.85407], [0.76238, 4.16716, -2.21200], [4.62268, -2.30971, 3.69984], [3.43235, -2.08023, 3.08654], [2.54125, -2.86448, 3.72543], [3.56459, -2.55557, 1.83958], [3.02625, -0.55652, 3.18924], [3.22777, -0.06925, 4.29515], [2.54853, -0.03258, 2.15317], [4.29526, -5.20224, -2.68290], [3.19581, -4.35951, -2.40000], [3.43683, -3.12595, -1.88290], [4.98156, -2.59284, -1.61016], [1.98069, -2.27356, -1.64113], [3.86398, -6.13210, -3.05397], [4.89542, -5.38275, -1.78915], [4.94648, -4.75416, -3.43766]], "forces_ev_per_a": [[0.49, 0.42, -0.96], [0.06, 0.02, 0.29], [-0.61, -0.09, -0.21], [0.15, 0.17, 0.16], [-0.33, -0.19, 0.09], [0.00, 0.71, -0.54], [0.23, -0.13, -0.05], [-0.01, -0.06, 0.09], [-0.24, 0.13, 0.10], [0.21, -0.10, -0.12], [0.24, -0.73, 0.30], [-0.42, 0.03, 0.41], [0.29, 0.06, -0.22], [-0.02, 0.10, 0.16], [-0.04, -0.06, -0.03], [0.00, 0.00, -0.03], [-0.08, 0.04, 0.04], [-0.05, -0.06, -0.01], [0.33, 0.08, -0.18], [0.01, -0.16, -0.05], [0.02, 0.17, 0.07], [-0.01, 0.05, -0.02], [-0.02, 0.03, 0.04], [-0.09, -0.04, -0.04], [0.02, -0.01, -0.05], [0.03, -0.01, 0.03], [0.00, 0.04, 0.02], [0.00, 0.00, 0.00], [0.09, -0.07, -0.11], [0.00, -0.03, 0.02], [0.00, -0.01, 0.01], [0.01, 0.00, 0.02], [0.04, 0.01, -0.02], [-0.01, 0.08, -0.01], [-0.02, -0.03, -0.03], [0.02, 0.00, 0.01], [0.03, -0.04, -0.01], [0.02, 0.02, 0.08], [-0.33, 0.17, 0.08], [-0.38, -0.56, 0.50], [0.40, -0.21, -0.04], [-0.42, 0.27, 0.04], [0.06, -0.16, 0.08], [-0.04, 0.11, -0.05], [0.01, 0.08, -0.06], [-0.09, -0.17, 0.16], [0.44, 0.07, -0.28], [0.02, -0.03, 0.03], [0.02, -0.02, -0.01], [0.03, 0.01, 0.00], [-0.06, -0.02, 0.01], [-0.04, 0.13, -0.10], [0.15, -0.04, 0.33], [-0.06, 0.10, -0.08], [-0.10, 0.15, -0.05], [0.17, -0.42, 0.11], [-0.08, 0.08, -0.02], [-0.07, -0.01, -0.09], [0.14, 0.01, -0.06], [-0.12, 0.07, 0.01], [0.05, 0.13, -0.04], [0.25, 0.03, 0.14], [-0.24, -0.06, 0.13], [-0.03, 0.02, 0.02], [-0.04, -0.01, -0.02], [-0.01, -0.03, 0.02]], "lowdin_charge": [0.3165, -0.3210, 0.4275, -0.3829, -0.4037, -0.2303, -0.0657, -0.1000, -0.1019, -0.0956, -0.3135, 1.1723, -0.3407, -0.0856, -0.0930, -0.1170, -0.1051, -0.1165, -0.3671, -0.1143, -0.1063, -0.1108, -0.0777, -0.0782, 0.1052, 0.0926, 0.0916, 0.0935, 0.0953, 0.0970, 0.0889, 0.0916, 0.0879, 0.0957, 0.0913, 0.0892, 0.1031, 0.1142, 0.1152, -0.4151, 0.1259, -0.2149, -0.0067, -0.1263, -0.1265, -0.0085, -0.2193, 0.1118, 0.0849, 0.0852, 0.1085, 0.1036, -0.5254, 0.1285, 0.1173, -0.5797, 0.0301, -0.0539, -0.1737, -0.2604, -1.2923, 0.5659, 0.6954, 0.0786, 0.0636, 0.0619], "homo_lumo_gap_ev": [5.896, 6.406], "lumo_ev": [4.196, 4.196], "spin_multiplicity": 2, "e_tot_ev": -141024.73796, "total_charge": -2}